Formula: C42H70Br24FNO2
Source: the OMol25 dataset
Level of theory: wB97M-V/def2-TZVPD

```
140
Properties=species:S:1:pos:R:3:forces:R:3
C -4.763 2.628 2.999 0.6 -0.9 0.1
C -3.920 1.638 2.171 -0.9 0.3 0.2
C -4.536 1.281 0.809 1.1 -0.1 -0.5
C -3.467 1.041 -0.307 -0.3 0.0 0.1
C -3.447 -0.410 -0.799 0.2 0.1 0.4
C -2.347 -0.784 -1.812 -0.3 0.6 -0.6
C -1.044 -0.027 -1.709 -0.3 -0.2 0.9
C -0.650 0.776 -2.759 -0.2 0.0 -0.1
C 0.528 1.488 -2.659 -0.5 -0.1 0.1
C 1.295 1.445 -1.506 0.4 0.2 0.0
C 0.920 0.641 -0.421 -0.6 -0.6 0.4
C 1.676 0.556 0.881 0.8 1.4 -0.7
Br 1.428 2.296 1.792 -0.9 -0.1 -0.1
C 3.183 0.179 0.715 -0.8 -0.4 1.4
C 3.347 -1.252 1.228 -0.2 -0.1 -0.2
Br 4.298 1.262 1.905 0.7 -0.8 -0.5
C -0.253 -0.141 -0.538 -0.1 1.0 -0.3
C -0.681 -1.064 0.584 0.4 0.2 0.3
C -1.193 -0.350 1.866 0.3 -0.9 -0.1
C -0.621 -0.981 3.123 -0.3 0.0 -0.3
F -1.293 -2.199 3.320 0.1 0.6 0.1
C 2.471 2.365 -1.752 -0.1 -0.1 -0.2
O 3.361 2.748 -1.051 -0.5 -1.2 -0.4
N 2.413 2.780 -3.140 -0.2 -0.6 -0.1
C 1.136 2.385 -3.669 0.3 0.2 0.5
O 0.715 2.763 -4.724 -0.1 -0.3 -0.2
H -5.608 2.085 3.422 -0.3 0.3 -0.2
H -4.133 2.926 3.838 -0.3 0.3 0.0
H -5.073 3.489 2.410 -0.1 0.1 0.1
H -2.922 2.065 2.086 0.1 -0.2 -0.2
H -3.903 0.725 2.767 0.6 0.0 0.0
H -5.172 2.091 0.454 -0.3 -0.1 0.2
H -5.078 0.342 0.913 -0.5 0.2 0.0
H -3.694 1.689 -1.157 0.2 0.1 0.0
H -2.505 1.360 0.093 0.2 -0.1 -0.2
H -4.416 -0.603 -1.265 0.0 -0.2 0.0
H -3.403 -1.072 0.066 0.0 0.0 0.1
H -2.164 -1.860 -1.828 0.0 -0.1 0.2
H -2.750 -0.554 -2.802 0.1 -0.1 -0.1
H -1.268 0.825 -3.647 0.1 0.1 -0.1
H 1.216 -0.123 1.570 0.0 -0.2 0.0
H 3.501 0.283 -0.314 0.3 0.3 0.1
H 2.947 -1.968 0.504 0.1 -0.1 -0.1
H 4.387 -1.465 1.462 -0.3 -0.1 -0.3
H 2.775 -1.391 2.147 0.1 0.1 0.1
H 0.186 -1.668 0.864 0.0 -0.1 -0.1
H -1.435 -1.774 0.259 0.0 0.0 -0.2
H -2.256 -0.566 1.936 -0.2 0.6 0.0
H -0.994 0.717 1.843 -0.1 0.1 0.1
H -0.801 -0.365 4.002 0.1 0.0 0.1
H 0.431 -1.253 3.030 0.1 0.2 0.1
H 3.075 2.159 -3.611 0.6 0.8 -0.3
Br -6.575 -2.258 1.222 0.0 0.1 0.0
C -6.517 -3.486 -0.286 -0.1 0.0 0.2
C -5.470 -4.547 -0.085 0.2 -0.1 -0.2
Br -3.679 -3.857 -0.384 0.0 -0.2 0.1
H -6.352 -2.890 -1.177 0.0 0.0 0.0
H -7.508 -3.932 -0.331 0.0 0.0 0.0
H -5.589 -5.345 -0.814 0.0 0.0 0.0
H -5.479 -4.969 0.916 0.0 0.1 0.0
Br -3.676 -6.126 2.862 0.0 -0.1 0.0
C -1.968 -6.094 3.792 0.0 0.1 0.0
C -1.166 -4.869 3.438 -0.1 -0.3 0.0
Br -0.362 -4.973 1.667 0.0 0.1 0.0
H -1.460 -7.021 3.548 0.0 0.0 0.0
H -2.216 -6.083 4.852 0.0 0.0 0.0
H -0.328 -4.759 4.123 0.0 0.0 0.0
H -1.761 -3.963 3.447 0.0 -0.5 0.0
Br 6.643 -2.444 1.743 0.3 -0.2 0.0
C 7.591 -2.603 0.052 0.0 0.0 0.2
C 7.514 -1.339 -0.762 0.0 0.0 -0.1
Br 5.770 -1.122 -1.601 0.0 0.0 0.0
H 7.171 -3.459 -0.466 0.0 0.0 0.0
H 8.623 -2.813 0.323 0.0 0.0 -0.1
H 8.222 -1.375 -1.586 0.0 0.0 0.0
H 7.690 -0.446 -0.170 0.0 0.0 0.0
Br -2.317 4.926 4.489 0.2 0.1 0.1
C -2.411 6.575 3.469 -0.1 -0.1 0.1
C -3.363 6.417 2.314 0.0 0.1 -0.2
Br -2.625 5.330 0.886 0.0 -0.1 0.0
H -1.397 6.819 3.170 0.0 0.0 -0.1
H -2.780 7.336 4.153 0.0 0.0 0.0
H -3.587 7.382 1.864 0.0 0.0 0.0
H -4.288 5.934 2.613 0.0 0.0 0.1
Br 4.209 4.198 0.955 0.5 1.5 0.8
C 4.320 6.132 0.825 0.0 -0.3 -0.1
C 5.658 6.669 1.245 0.0 0.3 0.1
Br 5.875 6.695 3.182 0.0 -0.1 0.0
H 3.502 6.541 1.410 0.0 0.1 0.0
H 4.157 6.350 -0.229 0.0 0.1 0.0
H 5.752 7.708 0.937 0.0 0.0 0.0
H 6.486 6.096 0.843 0.0 -0.1 0.0
Br -1.800 5.878 -4.223 0.0 0.0 0.0
C -0.827 5.508 -5.865 0.1 0.1 0.2
C -0.951 6.635 -6.855 -0.1 -0.1 -0.2
Br -2.697 6.661 -7.712 0.0 0.0 0.0
H -1.206 4.567 -6.247 0.0 0.0 0.0
H 0.209 5.379 -5.562 0.0 0.0 0.0
H -0.235 6.507 -7.664 0.0 0.0 0.0
H -0.813 7.609 -6.397 0.0 0.0 0.0
Br 2.897 -5.124 -3.447 -0.1 0.0 0.0
C 2.533 -3.311 -4.045 0.2 -0.1 0.0
C 2.380 -2.364 -2.886 -0.1 0.1 0.0
Br 0.669 -2.578 -1.988 0.5 -0.8 -0.3
H 1.644 -3.356 -4.666 0.0 0.0 0.0
H 3.389 -3.029 -4.654 0.0 0.0 0.0
H 2.392 -1.331 -3.232 0.0 0.0 0.0
H 3.150 -2.502 -2.131 0.0 0.0 0.0
Br -7.663 -6.384 -2.616 0.0 -0.1 -0.1
C -9.070 -6.950 -1.397 0.0 0.2 0.0
C -8.539 -7.197 -0.010 0.0 -0.2 0.1
Br -7.545 -8.861 0.101 0.1 0.1 0.0
H -9.528 -7.830 -1.837 0.0 0.0 0.1
H -9.791 -6.135 -1.388 0.0 0.0 0.0
H -9.360 -7.299 0.696 0.0 0.0 0.0
H -7.870 -6.411 0.326 0.0 0.0 0.0
Br -1.609 -8.796 1.285 -0.1 -0.3 0.0
C -0.539 -9.005 -0.321 0.1 0.1 0.2
C -0.771 -7.834 -1.236 0.1 0.1 -0.3
Br -2.492 -7.927 -2.129 -0.1 0.0 0.0
H -0.797 -9.962 -0.761 -0.1 0.0 -0.1
H 0.498 -9.024 0.007 0.0 0.0 0.0
H -0.032 -7.806 -2.033 0.0 0.0 0.0
H -0.757 -6.893 -0.695 0.0 0.0 0.0
Br 6.111 -0.221 4.828 0.1 -0.1 0.1
C 5.354 1.121 6.014 -0.1 -0.1 -0.2
C 5.847 2.504 5.676 0.1 0.1 0.1
Br 7.677 2.783 6.272 0.0 0.0 -0.1
H 5.601 0.822 7.027 0.0 0.1 0.0
H 4.277 1.061 5.869 0.0 0.0 0.0
H 5.256 3.254 6.197 0.0 0.0 0.0
H 5.829 2.707 4.610 0.0 0.0 0.0
Br 6.797 7.155 -1.995 0.0 0.0 -0.1
C 5.786 6.621 -3.572 -0.1 0.1 0.1
C 4.916 5.419 -3.300 0.1 -0.1 -0.1
Br 5.971 3.788 -3.219 0.0 0.0 0.0
H 6.509 6.436 -4.360 0.0 0.0 0.0
H 5.181 7.487 -3.831 -0.1 0.0 0.0
H 4.210 5.267 -4.114 0.0 0.0 0.0
H 4.372 5.487 -2.363 0.0 0.0 0.0
```
Forces are in eV/Å.

F_max in eV/A: 1.74
Charge: 0
HOMO-LUMO gap in eV: 8.451
HOMO energy in eV: -8.94